(1)
A cluster of 2 separate species, CH4NO2 in total. Source: the Open Molecules 2025 dataset; level of theory: ωB97M-V/def2-TZVPD.

Positions of all 8 atoms, in Å:
C (-0.071, -0.534, -0.791)
N (0.542, -0.056, 1.049)
O (-0.545, 0.738, 1.436)
O (-0.479, 0.525, -1.332)
H (-0.800, -1.260, -0.435)
H (0.939, -0.989, -0.977)
H (1.281, 0.673, 0.605)
H (-0.869, 0.903, 0.446)

Force components x, y, z for each atom (eV/Å):
1.798 -0.101 2.230
2.387 0.107 -2.422
-1.284 0.916 -2.722
-0.307 0.464 -0.220
-0.291 -0.518 0.047
-0.513 0.223 -0.469
-1.705 -1.613 1.235
-0.084 0.521 2.321

Values from the calculation:
- Energy relative to the best compared isomer or geometry (same formula, charge and spin): 4.2784 eV
- Total charge: -1
- E_HOMO: -2.6 eV
- Gap between HOMO and LUMO: 7.5 eV
- Calculated total energy: -245.64037 Eh
- LUMO energy: 4.9 eV



(2)
A cluster of 2 separate species, C6H10O in total. Source: the Open Molecules 2025 dataset; level of theory: ωB97M-V/def2-TZVPD.

Positions of all 17 atoms, in Å:
O (0.008, 1.959, 2.668)
C (0.223, 2.372, 1.555)
C (-0.081, 1.613, 0.290)
C (-0.745, 0.273, 0.526)
C (-0.522, -1.055, -1.680)
C (0.961, -1.268, -1.575)
C (0.025, -2.334, -1.119)
H (0.673, 3.374, 1.398)
H (-0.710, 2.250, -0.346)
H (0.863, 1.501, -0.266)
H (-1.674, 0.350, 1.095)
H (-0.087, -0.439, 1.033)
H (-1.068, -0.125, -0.472)
H (1.452, -1.301, -2.546)
H (1.552, -0.766, -0.811)
H (-0.213, -3.200, -1.732)
H (-0.009, -2.537, -0.051)

Force components x, y, z for each atom (eV/Å):
0.073 0.124 -0.342
-0.029 -0.051 0.146
-0.071 -0.054 0.015
0.019 -0.057 0.075
0.214 -0.220 -0.094
0.115 0.090 -0.064
-0.083 -0.141 0.003
-0.011 -0.050 0.077
0.091 0.015 0.098
-0.134 0.055 0.096
0.111 0.102 0.035
-0.138 0.141 -0.107
0.017 -0.004 0.217
-0.015 -0.045 0.111
-0.178 -0.053 -0.129
0.084 0.059 0.060
-0.065 0.090 -0.196

Values from the calculation:
- Energy relative to the best compared isomer or geometry (same formula, charge and spin): 4.8506 eV
- E_HOMO: -8.9 eV
- Gap between HOMO and LUMO: 8.9 eV
- Calculated total energy: -309.66412 Eh
- LUMO energy: -0.1 eV